(a)
Computed, not measured: one molecule with the formula C2H4OSe, with ωB97M-V/def2-TZVPD.

SMILES	O=CC[SeH]
Kohn-Sham gap	9.679	eV
2S+1	1
E_HOMO	-8.89	eV
lowest unoccupied orbital energy	0.787	eV

Atoms and positions in Å:
1 O -1.6008 -0.8442 0.9447
2 C -1.1907 -0.5647 -0.1340
3 C 0.2308 0.2314 -0.3193
4 Se 1.0105 0.4914 1.4491
5 H -1.7137 -0.7667 -1.0785
6 H 0.8713 -0.4237 -0.9146
7 H 0.0517 1.1649 -0.8478
8 H 2.3408 0.7116 0.9003

What are the Mulliken partial charges on each atom? They are as follows, in elementary charge units: -0.42, 0.10, -0.75, -0.05, 0.34, 0.33, 0.35, 0.08

***

(b)
Computed, not measured: a 2-piece molecular cluster, C2H4OSe overall, with ωB97M-V/def2-TZVPD.

Kohn-Sham gap (spin up / spin down)	9.204 / 6.755	eV
2S+1	1
E_HOMO (spin up / spin down)	-8.96 / -7.12	eV
lowest unoccupied orbital energy (spin up / spin down)	0.246 / -0.367	eV

Atoms and positions in Å:
1 C 0.3895 -1.9709 -0.3742
2 C -0.5329 1.1950 0.9613
3 O 0.4366 -1.4528 -1.4618
4 Se -0.5593 1.1254 -0.8149
5 H 0.9752 -2.8103 -0.2698
6 H -1.6248 1.0293 1.3248
7 H 0.1445 1.0158 1.7504
8 H 0.7712 1.8684 -1.1157

What are the Mulliken partial charges on each atom? They are as follows, in elementary charge units: -0.02, -0.68, -0.25, -0.05, 0.30, 0.21, 0.40, 0.10

***

On energetic grounds, (a) is preferred over the next structure by 0.1563 hartree.

***

(a)
Computed, not measured: a 2-piece molecular cluster, C2H8NS2 overall, with ωB97M-V/def2-TZVPD.

Kohn-Sham gap	8.594	eV
2S+1	1
net charge	+1
E_HOMO	-13.63	eV
lowest unoccupied orbital energy	-5.038	eV

Atoms and positions in Å:
1 C -0.1886 0.6536 0.7655
2 C -0.2301 -0.3695 -0.3067
3 N -0.3881 -0.0009 -1.5971
4 S -0.5049 -2.1128 0.2344
5 S 2.5404 -0.0582 -0.2742
6 H -0.9860 0.5277 1.4045
7 H 0.6694 0.3704 1.3898
8 H -0.0130 1.7237 0.3978
9 H -0.5941 -0.6846 -2.3835
10 H 1.7713 1.2057 -0.0904
11 H -0.2603 1.0046 -1.9511
12 H -0.0716 -1.8993 1.5466
13 H 3.8048 0.0216 0.1814

What are the Mulliken partial charges on each atom? They are as follows, in elementary charge units: -1.60, 0.67, -0.27, -0.08, -0.29, 0.40, 0.63, 0.32, 0.25, 0.21, 0.32, 0.22, 0.22

***

(b)
Computed, not measured: an isolated ion of composition C2H8NS2 and charge +1, with ωB97M-V/def2-TZVPD.

Kohn-Sham gap	8.635	eV
2S+1	1
net charge	+1
E_HOMO	-12.16	eV
lowest unoccupied orbital energy	-3.525	eV

Atoms and positions in Å:
1 S 0.2051 -0.5339 -0.6297
2 S -0.0627 -0.4268 -2.5866
3 H 0.6701 -1.7475 -0.2517
4 H -1.4009 -0.3135 -2.7070
5 C -0.3611 0.2418 2.0529
6 C -0.5056 0.7886 0.7949
7 N 0.5944 0.8919 2.9824
8 H -0.7978 -0.6537 2.4160
9 H -1.4983 0.9435 0.3872
10 H 0.0220 1.7403 0.6431
11 H 0.7646 0.3249 3.8001
12 H 1.5422 1.0304 2.6134
13 H 0.2348 1.7803 3.2849

What are the Mulliken partial charges on each atom? They are as follows, in elementary charge units: 0.03, -0.17, 0.21, 0.19, -0.48, -0.63, -0.33, 0.43, 0.39, 0.31, 0.35, 0.34, 0.37

***

(c)
Computed, not measured: an isolated ion of composition C2H8NS2 and charge +1, with ωB97M-V/def2-TZVPD.

SMILES	[NH3+]CCSS
Kohn-Sham gap	8.514	eV
2S+1	1
net charge	+1
E_HOMO	-12.67	eV
lowest unoccupied orbital energy	-4.160	eV

Atoms and positions in Å:
1 N -0.1643 1.8478 0.0485
2 C 0.3972 0.5292 0.7490
3 C 0.3505 -0.4957 -0.3447
4 S 0.6219 -2.1115 0.4015
5 S -1.2109 -3.0490 -0.0303
6 H -0.0093 2.8522 0.5356
7 H 0.0267 1.9781 -0.9298
8 H -1.2236 1.9055 0.2828
9 H 1.4305 0.6583 0.9969
10 H -0.4006 0.5664 1.4874
11 H 1.3098 -0.4750 -1.0066
12 H -0.3953 -0.4032 -1.1463
13 H -0.7325 -3.8031 -1.0440

What are the Mulliken partial charges on each atom? They are as follows, in elementary charge units: -0.53, -0.13, -0.88, -0.03, -0.19, 0.41, 0.34, 0.39, 0.35, 0.26, 0.33, 0.49, 0.20

***

(d)
Computed, not measured: an isolated ion of composition C2H8NS2 and charge +1, with ωB97M-V/def2-TZVPD.

SMILES	[NH3+]CCSS
Kohn-Sham gap	8.744	eV
2S+1	1
net charge	+1
E_HOMO	-12.42	eV
lowest unoccupied orbital energy	-3.679	eV

Atoms and positions in Å:
1 N 0.8761 0.4788 -1.0410
2 C 1.0652 0.2848 0.4462
3 C 0.0297 -0.6526 0.9533
4 S -1.5673 0.1989 1.0667
5 S -2.5313 -0.7290 -0.5705
6 H 1.2602 -0.3165 -1.5530
7 H 1.2534 1.3438 -1.4316
8 H -0.1397 0.4827 -1.2021
9 H 0.9771 1.2438 0.9325
10 H 2.0911 -0.0520 0.6304
11 H -0.1519 -1.5085 0.3012
12 H 0.3356 -0.9665 1.9491
13 H -3.4983 0.1923 -0.4811

What are the Mulliken partial charges on each atom? They are as follows, in elementary charge units: -0.23, -0.32, -0.92, 0.03, -0.21, 0.37, 0.36, 0.24, 0.35, 0.34, 0.43, 0.34, 0.22

***

On energetic grounds, (d) is preferred over the next structure by 0.0457 hartree.

***

(a)
Computed, not measured: one molecule with the formula C3H3N3OS, with ωB97M-V/def2-TZVPD.

SMILES	[H]/N=C(\C#N)N(S)C=O
Kohn-Sham gap	10.273	eV
2S+1	1
E_HOMO	-10.59	eV
lowest unoccupied orbital energy	-0.315	eV

Atoms and positions in Å:
1 H -0.7789 -2.5643 0.8671
2 N -0.0591 -1.8634 0.8808
3 C -0.4093 -0.8218 0.2634
4 C -1.7477 -0.5701 -0.2738
5 N -2.8195 -0.3842 -0.6620
6 N 0.4845 0.2711 0.0302
7 S -0.0483 1.8744 0.3167
8 C 1.8352 0.0189 -0.2903
9 O 2.2825 -1.0566 -0.5903
10 H -0.4577 2.1736 -0.9229
11 H 2.4378 0.9271 -0.2276

What are the Mulliken partial charges on each atom? They are as follows, in elementary charge units: 0.27, -0.52, 0.57, 0.12, -0.36, -0.09, -0.11, 0.07, -0.46, 0.16, 0.35

***

(b)
Computed, not measured: one molecule with the formula C3H3N3OS, with ωB97M-V/def2-TZVPD.

SMILES	S/N=C\c1cnon1
Kohn-Sham gap	9.602	eV
2S+1	1
E_HOMO	-9.56	eV
lowest unoccupied orbital energy	0.039	eV

Atoms and positions in Å:
1 S 2.4171 -0.7441 -0.0529
2 N 1.7152 0.8885 0.0045
3 C 0.4871 1.1461 -0.1619
4 C -0.6527 0.2519 -0.1733
5 C -0.8943 -1.0821 -0.1495
6 N -2.1471 -1.2978 -0.0632
7 O -2.7321 -0.0973 0.1093
8 N -1.8507 0.8119 -0.0308
9 H 3.6623 -0.3517 0.5757
10 H 0.0829 2.2078 -0.0277
11 H -0.0878 -1.7332 -0.0302

What are the Mulliken partial charges on each atom? They are as follows, in elementary charge units: -0.19, -0.43, 0.03, 0.40, -0.02, -0.39, 0.00, -0.27, 0.20, 0.33, 0.34

***

On energetic grounds, (a) is preferred over the next structure by 0.1015 hartree.

***

(a)
Computed, not measured: one molecule with the formula C18H16N2O3, with ωB97M-V/def2-TZVPD.

SMILES	COC(=O)c1cn(-c2ccccc2)nc1-c1ccc(OC)cc1
Kohn-Sham gap	8.454	eV
2S+1	1
E_HOMO	-7.88	eV
lowest unoccupied orbital energy	0.575	eV

Atoms and positions in Å:
1 C 1.6354 2.3693 -4.1445
2 O 1.3869 1.2748 -3.2783
3 C 0.6565 1.5591 -2.1757
4 O 0.2515 2.6740 -1.9517
5 C 0.4599 0.3518 -1.3771
6 C 0.7913 -0.9111 -1.8412
7 N 0.5172 -1.7900 -0.8621
8 C 0.6669 -3.1813 -0.8624
9 C 0.1351 -3.9078 0.1999
10 C 0.2685 -5.2821 0.2297
11 C 0.9283 -5.9423 -0.7944
12 C 1.4590 -5.2184 -1.8488
13 C 1.3346 -3.8415 -1.8889
14 N 0.0348 -1.1703 0.2186
15 C -0.0197 0.1243 -0.0447
16 C -0.4913 1.0234 0.9977
17 C -0.9747 2.3023 0.7448
18 C -1.4306 3.1077 1.7733
19 C -1.4145 2.6481 3.0850
20 O -1.8332 3.3571 4.1697
21 C -2.3124 4.6649 3.9734
22 C -0.9365 1.3608 3.3455
23 C -0.4864 0.5646 2.3204
24 H 2.2359 1.9795 -4.9624
25 H 0.6952 2.7792 -4.5200
26 H 2.1737 3.1589 -3.6158
27 H 1.1753 -1.1912 -2.7992
28 H -0.3749 -3.3730 0.9846
29 H -0.1458 -5.8409 1.0552
30 H 1.0311 -7.0165 -0.7705
31 H 1.9783 -5.7275 -2.6469
32 H 1.7639 -3.2919 -2.7114
33 H -0.9930 2.6818 -0.2625
34 H -1.7970 4.0936 1.5342
35 H -2.5765 5.0342 4.9633
36 H -3.2016 4.6761 3.3347
37 H -1.5450 5.3134 3.5385
38 H -0.9292 1.0148 4.3672
39 H -0.1170 -0.4281 2.5227

What are the Mulliken partial charges on each atom? They are as follows, in elementary charge units: -0.68, -0.31, 0.42, -0.62, -0.33, -0.15, 0.87, 1.12, -0.51, -0.59, -0.45, -0.74, -0.44, -1.10, 0.21, 0.46, -1.05, -0.33, 0.98, -0.46, -0.83, -0.68, -0.49, 0.22, 0.30, 0.29, 0.52, 0.40, 0.37, 0.38, 0.36, 0.26, 0.44, 0.40, 0.24, 0.33, 0.34, 0.42, 0.42

***

(b)
Computed, not measured: one molecule with the formula C18H16N2O3, with ωB97M-V/def2-TZVPD.

SMILES	COc1ccc(C(C)=O)cc1COc1ncnc2ccccc12
Kohn-Sham gap	9.123	eV
2S+1	1
E_HOMO	-8.73	eV
lowest unoccupied orbital energy	0.389	eV

Atoms and positions in Å:
1 C -0.3605 2.7893 2.2265
2 O -0.6505 2.2582 0.9564
3 C 0.3704 1.9277 0.1301
4 C 1.7199 2.0908 0.4341
5 C 2.6949 1.7299 -0.4755
6 C 2.3492 1.2038 -1.7169
7 C 3.3373 0.8001 -2.7446
8 C 4.7917 0.8017 -2.3360
9 O 2.9947 0.4811 -3.8619
10 C 0.9942 1.0389 -2.0134
11 C 0.0086 1.3868 -1.1168
12 C -1.4484 1.1702 -1.4300
13 O -2.0981 0.3674 -0.4486
14 C -1.6400 -0.8704 -0.2932
15 N -0.7044 -1.3354 -1.0863
16 C -0.2879 -2.5919 -0.8756
17 N -0.6998 -3.4165 0.0361
18 C -1.6692 -2.9720 0.8736
19 C -2.1632 -3.8160 1.8852
20 C -3.1385 -3.3657 2.7344
21 C -3.6570 -2.0681 2.6148
22 C -3.1982 -1.2237 1.6384
23 C -2.2010 -1.6638 0.7548
24 H -1.3265 2.9669 2.6965
25 H 0.2127 2.0842 2.8365
26 H 0.1845 3.7358 2.1518
27 H 2.0197 2.5003 1.3860
28 H 3.7290 1.8719 -0.2036
29 H 5.1134 1.8168 -2.1130
30 H 4.9365 0.1856 -1.4518
31 H 5.3924 0.4113 -3.1534
32 H 0.7315 0.6130 -2.9696
33 H -1.9960 2.1163 -1.4036
34 H -1.5463 0.6992 -2.4128
35 H 0.4828 -2.9392 -1.5520
36 H -1.7531 -4.8103 1.9634
37 H -3.5183 -4.0139 3.5109
38 H -4.4238 -1.7392 3.3006
39 H -3.5827 -0.2214 1.5285

What are the Mulliken partial charges on each atom? They are as follows, in elementary charge units: -1.00, -0.40, 1.07, -1.02, -0.80, -0.18, 1.01, -1.43, -0.61, -0.52, 0.88, -0.88, -0.29, 0.55, -0.37, -0.36, -0.64, 0.04, -0.42, -0.32, -0.65, -0.52, 0.56, 0.26, 0.39, 0.38, 0.41, 0.36, 0.36, 0.38, 0.35, 0.47, 0.29, 0.42, 0.44, 0.48, 0.39, 0.41, 0.50

***

On energetic grounds, (b) is preferred over the next structure by 0.0154 hartree.